1.
{
  "formula": "C35H33BrMnN2O6PS",
  "method": "the ωB97M-V functional and the def2-TZVPD basis",
  "elements": ["Br", "Mn", "S", "P", "O", "O", "O", "O", "O", "O", "N", "N", "C", "C", "C", "C", "C", "C", "C", "C", "C", "C", "C", "C", "C", "C", "C", "C", "C", "C", "C", "C", "C", "C", "C", "C", "C", "C", "C", "C", "C", "C", "C", "C", "C", "C", "C", "H", "H", "H", "H", "H", "H", "H", "H", "H", "H", "H", "H", "H", "H", "H", "H", "H", "H", "H", "H", "H", "H", "H", "H", "H", "H", "H", "H", "H", "H", "H", "H", "H"],
  "coordinates": [[4.45, 5.06, 2.90], [1.06, -0.44, 1.31], [0.48, 1.39, -1.81], [-0.50, -2.17, 0.54], [0.71, -0.77, 3.46], [2.37, -0.76, -0.05], [0.29, 0.80, -3.10], [0.02, 0.69, -0.62], [4.55, -0.20, -0.16], [2.01, -2.29, 2.51], [2.04, 1.80, -1.68], [-1.12, 0.37, 1.96], [-4.62, -0.11, 0.75], [1.47, -3.73, -2.62], [-3.51, 0.43, 1.38], [4.03, 2.25, 2.72], [-1.73, -6.02, 2.78], [1.47, 2.46, 1.68], [-1.40, 3.10, -0.82], [-1.16, -4.95, 0.69], [1.07, -3.35, -1.35], [3.46, 3.49, 2.50], [2.19, 3.62, 1.98], [1.45, -1.81, 3.51], [2.03, 1.21, 1.89], [-1.74, 5.35, -1.66], [-3.27, -1.92, -0.06], [-0.03, 3.94, -2.63], [-0.91, -3.76, 1.37], [-1.47, -4.83, 3.46], [-2.07, 4.32, -0.79], [-2.27, -0.19, 1.29], [3.31, 1.10, 2.42], [3.29, -0.35, -2.18], [-4.50, -1.30, 0.03], [-2.14, -1.36, 0.54], [3.05, 1.12, -2.53], [3.48, -0.45, -0.67], [-2.49, 6.65, -1.63], [-0.71, 5.14, -2.58], [0.70, -3.36, -3.73], [-0.86, -2.23, -2.28], [-0.12, -2.62, -1.17], [-1.06, -3.71, 2.75], [-0.38, 2.93, -1.74], [-0.45, -2.61, -3.56], [-1.57, -6.08, 1.40], [3.97, 1.68, -2.38], [-5.37, -1.73, -0.46], [3.77, 0.13, 2.56], [-5.58, 0.38, 0.83], [0.47, 2.56, 1.28], [1.75, 4.59, 1.81], [-2.06, -6.90, 3.33], [-2.87, 4.47, -0.07], [-3.17, -2.85, -0.61], [-1.59, -4.78, 4.53], [-0.90, -0.11, 2.83], [1.58, -2.29, 4.49], [2.38, -4.29, -2.75], [-1.66, 2.29, -0.15], [-1.77, -7.00, 0.87], [-3.37, 6.60, -2.27], [1.67, -3.60, -0.49], [-3.61, 1.33, 1.97], [5.04, 2.17, 3.12], [2.75, 1.22, -3.57], [2.42, -0.94, -2.48], [2.31, 1.87, -0.69], [-0.44, 5.93, -3.27], [-1.74, -1.62, -2.16], [-1.03, -2.29, -4.42], [4.18, -0.71, -2.69], [-1.28, 1.35, 2.19], [0.78, 3.78, -3.35], [1.02, -3.64, -4.72], [-2.83, 6.90, -0.62], [-0.85, -2.79, 3.29], [-1.87, 7.48, -1.99], [-1.04, -5.02, -0.38]],
  "lowdin_spin": [0.00, 4.02, 0.00, 0.01, 0.01, 0.04, 0.00, 0.02, 0.01, 0.04, 0.00, 0.02, 0.00, 0.00, 0.00, -0.01, 0.00, -0.01, 0.00, 0.00, 0.00, 0.02, -0.01, 0.01, -0.18, 0.00, 0.00, 0.00, 0.00, 0.00, 0.00, 0.00, -0.01, 0.00, 0.00, 0.00, 0.00, 0.01, 0.00, 0.00, 0.00, 0.00, 0.00, 0.00, 0.00, 0.00, 0.00, 0.00, 0.00, 0.00, 0.00, 0.00, 0.00, 0.00, 0.00, 0.00, 0.00, 0.00, 0.00, 0.00, 0.00, 0.00, 0.00, 0.00, 0.00, 0.00, 0.00, 0.00, 0.00, 0.00, 0.00, 0.00, 0.00, 0.00, 0.00, 0.00, 0.00, 0.00, 0.00, 0.00],
  "homo_ev": [-8.54, -8.71],
  "relative_energy_kcal_mol": 7.5,
  "homo_lumo_gap_ev": [8.10, 8.99],
  "e_tot_ha": -6379.1181,
  "s_squared": 6.16,
  "e_lumo_ev": [-0.4, 0.3],
  "spin_multiplicity": 5
}

***

2.
{
  "formula": "CH6S3",
  "method": "the ωB97M-V functional and the def2-TZVPD basis",
  "elements": ["S", "S", "S", "C", "H", "H", "H", "H", "H", "H"],
  "coordinates": [[0.92, -1.55, -0.05], [-1.99, 0.96, 0.99], [-2.94, -0.54, -0.07], [1.73, 0.02, -0.25], [-1.21, 1.43, -0.02], [1.07, 0.86, 0.00], [1.18, -1.72, 1.23], [2.09, 0.08, -1.32], [-3.36, 0.46, -0.98], [2.52, 0.00, 0.48]],
  "lowdin_charge": [0.61, 0.18, 0.18, -0.52, -0.20, -0.01, -0.16, 0.05, -0.15, 0.02],
  "homo_ev": -8.86,
  "smiles": "CS.SS",
  "relative_energy_kcal_mol": 14.0,
  "homo_lumo_gap_ev": 9.22,
  "e_tot_ha": -1236.2211,
  "e_lumo_ev": 0.4
}

***

3.
{
  "formula": "C7H12N2O4P2",
  "method": "the ωB97M-V functional and the def2-TZVPD basis",
  "elements": ["P", "P", "O", "O", "O", "O", "N", "N", "C", "C", "C", "C", "C", "C", "C", "H", "H", "H", "H", "H", "H", "H", "H", "H", "H", "H", "H"],
  "coordinates": [[-5.29, -0.68, -0.41], [-2.55, 1.12, 0.27], [-6.39, -1.66, -0.30], [-1.11, 1.62, 0.69], [-5.78, 1.01, 0.04], [-4.56, -0.51, -1.70], [3.52, 1.64, 0.71], [1.35, 1.03, 0.47], [-2.85, -0.35, 1.06], [4.49, -0.54, -0.43], [3.40, 0.38, 0.08], [4.35, -0.59, -1.99], [2.14, 0.01, 0.07], [2.24, 1.95, 0.90], [-4.05, -1.19, 0.87], [5.52, -0.33, -0.16], [1.80, 2.85, 1.42], [4.37, -1.49, 0.15], [3.36, -0.76, -2.47], [5.20, -1.28, -2.37], [-3.93, -2.25, 0.58], [0.03, 1.15, 0.66], [-4.44, -1.23, 1.91], [4.65, 0.41, -2.25], [-2.21, -0.68, 1.80], [-4.99, 1.39, 0.40], [1.71, -1.01, -0.01]],
  "lowdin_charge": [0.25, 0.81, -0.41, -0.60, -0.30, -0.42, 0.05, 0.00, -0.47, -0.22, -0.40, -0.12, -0.18, -0.30, -0.38, 0.08, 0.11, 0.10, 0.07, 0.07, 0.07, 0.06, 0.07, 0.05, 0.00, -0.10, 0.13],
  "homo_ev": -1.36,
  "relative_energy_kcal_mol": 4.4,
  "total_charge": -2,
  "homo_lumo_gap_ev": 6.50,
  "e_tot_ha": -1367.2079,
  "e_lumo_ev": 5.1
}

***

4.
{
  "formula": "C31H38BClF3N11O4Pb",
  "method": "the ωB97M-V functional and the def2-TZVPD basis",
  "elements": ["Pb", "Cl", "F", "F", "F", "O", "O", "O", "O", "N", "N", "N", "N", "N", "N", "N", "N", "N", "N", "N", "C", "C", "C", "C", "C", "C", "C", "C", "C", "C", "C", "C", "C", "C", "C", "C", "C", "C", "C", "C", "C", "C", "C", "C", "C", "C", "C", "C", "C", "C", "C", "B", "H", "H", "H", "H", "H", "H", "H", "H", "H", "H", "H", "H", "H", "H", "H", "H", "H", "H", "H", "H", "H", "H", "H", "H", "H", "H", "H", "H", "H", "H", "H", "H", "H", "H", "H", "H", "H", "H"],
  "coordinates": [[0.68, -0.46, 0.19], [-0.87, -1.54, -3.06], [2.42, -2.22, -2.15], [3.98, -1.41, -0.94], [2.88, -0.14, -2.37], [-0.09, -2.00, -1.76], [0.04, -0.13, -2.66], [-1.57, -0.92, -4.28], [-2.04, -2.84, -0.51], [1.82, 1.59, 0.97], [1.13, 2.43, 1.79], [1.20, -0.79, -5.26], [-1.23, 2.35, 0.85], [0.17, 0.75, -3.69], [-0.82, 3.34, 3.12], [-1.64, 1.26, 0.16], [-0.11, -0.32, 2.56], [-0.67, 0.89, 2.85], [-1.18, -4.09, -2.34], [-0.05, 3.57, 4.22], [0.12, -3.97, -0.06], [4.11, 1.53, -0.05], [-2.66, 3.08, -0.67], [-0.59, -1.19, 3.45], [-1.21, -3.94, -0.78], [-0.18, -2.63, 3.51], [-0.25, 4.71, 6.38], [-1.40, -5.50, -2.73], [-0.16, 2.02, -3.33], [0.61, -5.27, 0.15], [-2.56, 1.68, -0.71], [-2.05, 3.89, 3.29], [3.03, 2.14, 0.78], [-2.07, 4.52, 4.51], [2.58, -4.45, 1.23], [-0.78, 4.29, 5.05], [0.89, -2.91, 0.44], [0.92, 2.83, -5.27], [-3.43, 0.77, -1.50], [1.82, -5.52, 0.77], [-1.80, 3.46, 0.33], [-1.53, -3.20, -3.19], [3.11, 3.35, 1.47], [2.09, -3.16, 1.07], [-1.49, -0.56, 4.31], [2.72, -1.12, -1.38], [1.89, 3.49, 2.09], [-1.50, 0.76, 3.90], [1.25, 1.55, -5.61], [0.19, 3.08, -4.10], [0.88, 0.45, -4.81], [-0.37, 2.25, 2.15], [-1.57, 4.44, 0.73], [1.53, 4.26, 2.75], [1.97, -0.80, -5.91], [-2.03, -0.99, 5.12], [-1.75, -4.85, -0.51], [-2.19, -3.51, -4.01], [3.53, -4.62, 1.71], [-0.72, 2.10, -2.41], [-2.05, 1.60, 4.29], [5.02, 2.12, 0.07], [3.95, 4.01, 1.51], [-2.95, -0.19, -1.66], [-2.83, 3.79, 2.56], [2.17, -6.54, 0.90], [-2.88, 5.08, 4.95], [4.32, 0.51, 0.25], [-3.30, 3.71, -1.26], [-1.23, -5.61, -3.80], [-1.96, -1.23, -2.29], [1.82, 1.35, -6.51], [1.23, 3.65, -5.90], [-0.74, 5.62, 6.72], [-3.70, 1.21, -2.47], [-2.39, -2.94, 0.38], [-2.42, -5.81, -2.48], [-0.42, 3.94, 7.13], [-0.68, -6.11, -2.20], [-0.10, 4.08, -3.79], [0.91, -2.72, 3.58], [3.84, 1.52, -1.10], [-0.50, -3.19, 2.64], [-0.62, -3.08, 4.40], [1.15, -1.59, -4.63], [0.14, -1.98, -3.81], [-4.35, 0.57, -0.95], [0.83, 4.88, 6.32], [0.01, -6.12, -0.17], [2.69, -2.34, 1.46]],
  "lowdin_spin": [0.21, 0.00, 0.02, 0.02, 0.01, 0.02, 0.02, 0.00, 0.00, 0.10, 0.00, 0.00, 0.00, 0.00, 0.00, 0.07, 0.03, 0.00, 0.00, 0.00, 0.03, 0.00, 0.00, 0.00, 0.00, 0.00, 0.00, 0.00, 0.00, 0.01, 0.01, 0.00, 0.01, 0.00, 0.01, 0.00, 0.28, 0.00, 0.00, -0.01, 0.00, 0.00, 0.00, 0.03, 0.00, 0.09, 0.00, 0.00, 0.00, 0.00, 0.00, 0.00, 0.00, 0.00, 0.00, 0.00, 0.00, 0.00, 0.00, 0.00, 0.00, 0.00, 0.00, 0.00, 0.00, 0.00, 0.00, 0.00, 0.00, 0.00, 0.00, 0.00, 0.00, 0.00, 0.00, 0.00, 0.00, 0.00, 0.00, 0.00, 0.00, 0.00, 0.00, 0.00, 0.00, 0.00, 0.00, 0.00, 0.00, 0.01],
  "homo_ev": [-9.97, -10.15],
  "relative_energy_kcal_mol": 160.8,
  "total_charge": 1,
  "homo_lumo_gap_ev": [5.77, 5.82],
  "e_tot_ha": -3084.0780,
  "s_squared": 0.77,
  "e_lumo_ev": [-4.2, -4.3],
  "spin_multiplicity": 2
}